# C18H21AuN2O5S

A molecular structure, C18H21AuN2O5S (the ωB97M-V functional and the def2-TZVPD basis, OMol25).

E_tot = -1717.9531 a.u.
M = 574.409 g mol⁻¹
energy above the lowest of the compared OMol25 structures with the same formula, charge and spin = 0.0 kcal/mol
E_LUMO = -0.096 Eh
HOMO-LUMO gap = 5.2417 eV
HOMO energy = -7.8540 eV

XYZ file:
```
48
C18H21AuN2O5S, DFT the ωB97M-V functional and the def2-TZVPD basis
Au -0.223 0.854 0.702
O 1.045 0.412 -6.086
C 0.225 1.188 -5.566
O -0.569 2.010 -6.046
C 0.188 1.108 -4.023
C 0.823 0.053 -3.370
C 0.757 -0.050 -2.002
N 0.111 0.889 -1.289
C -0.495 1.944 -1.880
C -0.476 2.060 -3.250
C -1.140 2.962 -0.940
O -1.823 3.849 -1.380
O -0.881 2.778 0.341
H 1.359 -0.671 -3.970
H 1.198 -0.867 -1.448
H -0.979 2.891 -3.726
C 3.841 2.669 2.755
S 2.822 2.162 1.388
C 3.798 0.777 0.822
O 1.597 1.565 2.056
H 3.931 1.836 3.451
H 3.348 3.514 3.231
H 4.815 2.974 2.371
H 4.659 1.150 0.268
H 3.161 0.200 0.154
H 4.109 0.168 1.670
C -3.712 -1.870 1.733
N -3.272 -0.893 0.754
C -2.977 0.397 1.272
C -2.318 -1.380 -0.238
C -1.060 -1.915 0.433
C -0.976 -3.283 0.713
C 0.071 -3.809 1.448
C 1.068 -2.975 1.941
C 1.018 -1.615 1.675
C -0.050 -1.113 0.936
H -4.558 -1.463 2.284
H -2.933 -2.154 2.454
H -4.045 -2.771 1.218
H -3.667 0.667 2.070
H -3.012 1.167 0.503
H -1.934 0.458 1.763
H -2.104 -0.553 -0.916
H -2.765 -2.179 -0.830
H -1.748 -3.941 0.328
H 0.112 -4.873 1.640
H 1.879 -3.380 2.531
H 1.782 -0.949 2.054
```

# C18H21BCl3NO5

2 unconnected molecules or ions with the total composition C18H21BCl3NO5 at a distorted geometry (the ωB97M-V functional and the def2-TZVPD basis, OMol25).

E_tot = -2534.9725 a.u.
M = 448.539 g mol⁻¹
energy above the lowest of the compared OMol25 structures with the same formula, charge and spin = 7.8 kcal/mol
E_LUMO = -0.104 Eh
HOMO-LUMO gap = 5.2981 eV
HOMO energy = -8.1354 eV

XYZ file:
```
49
C18H21BCl3NO5, DFT the ωB97M-V functional and the def2-TZVPD basis
Cl 1.805 -0.963 4.582
B 1.261 -2.636 5.302
Cl 0.527 -3.624 3.913
Cl 2.680 -3.648 6.052
O 0.467 -2.227 6.424
C -0.753 -2.779 6.787
C -1.905 -2.851 5.842
C -2.612 -4.053 5.754
C -3.606 -4.140 4.782
C -3.985 -3.018 4.033
C -3.355 -1.788 4.287
C -2.314 -1.674 5.215
H -0.606 -3.772 7.236
H -2.360 -4.864 6.450
H -4.109 -5.088 4.649
H -4.805 -3.065 3.306
H -3.694 -0.891 3.769
H -1.801 -0.733 5.474
H -1.144 -2.163 7.529
C 0.257 -0.809 10.015
H 0.462 -0.155 9.139
C -1.098 -0.981 10.363
C -2.259 -0.268 9.704
O -3.372 -0.251 10.235
O -2.018 0.323 8.518
C -3.105 1.230 8.118
C -2.680 1.922 6.844
C -1.372 -1.865 11.382
N -0.408 -2.729 11.821
C 0.797 -2.841 11.172
C 1.126 -1.907 10.224
C 2.397 -2.150 9.454
O 3.164 -3.075 9.709
O 2.627 -1.246 8.485
C 4.029 -1.257 8.094
C 4.282 -0.090 7.167
H -4.032 0.650 7.970
H -3.263 1.955 8.933
H -3.396 2.724 6.629
H -1.679 2.369 6.935
H -2.695 1.221 5.997
H -2.318 -1.877 11.894
H -0.592 -3.318 12.626
H 1.474 -3.606 11.526
H 4.640 -1.179 9.015
H 4.224 -2.203 7.558
H 5.349 -0.106 6.898
H 3.674 -0.200 6.250
H 4.058 0.873 7.655
```

# C18H21BCl4O2Si

2 unconnected molecules or ions with the total composition C18H21BCl4O2Si at a distorted geometry (the ωB97M-V functional and the def2-TZVPD basis, OMol25).

E_tot = -3004.2257 a.u.
M = 450.074 g mol⁻¹
energy above the lowest of the compared OMol25 structures with the same formula, charge and spin = 18.0 kcal/mol
E_LUMO = -0.084 Eh
HOMO-LUMO gap = 6.0964 eV
HOMO energy = -8.3699 eV

XYZ file:
```
47
C18H21BCl4O2Si, DFT the ωB97M-V functional and the def2-TZVPD basis
Cl 2.732 3.156 3.489
B 1.990 1.463 3.427
Cl 2.412 0.593 1.804
Cl 2.510 0.397 4.868
O 0.513 1.651 3.476
C -0.338 0.697 3.450
C -1.739 0.982 3.504
C -2.627 -0.114 3.514
C -3.996 0.097 3.552
C -4.491 1.413 3.587
Cl -6.181 1.678 3.625
C -3.614 2.514 3.590
C -2.243 2.308 3.553
H -0.001 -0.343 3.417
H -2.201 -1.117 3.492
H -4.690 -0.740 3.554
H -4.025 3.520 3.622
H -1.551 3.148 3.562
C 0.910 -4.240 -1.154
Si 1.892 -2.716 -1.612
C 3.115 -2.293 -0.270
C 2.728 -2.944 -3.269
C 0.688 -1.243 -1.797
C -0.632 -1.355 -1.546
O 1.335 -0.031 -1.994
C 0.614 1.040 -2.534
C 0.998 2.306 -2.088
C 0.360 3.428 -2.614
C -0.642 3.285 -3.581
C -1.000 2.010 -4.030
C -0.367 0.874 -3.512
H 1.615 -5.079 -1.065
H 0.396 -4.129 -0.190
H 0.165 -4.505 -1.915
H 3.841 -3.110 -0.163
H 3.659 -1.373 -0.520
H 2.622 -2.134 0.698
H 3.442 -3.777 -3.226
H 1.994 -3.159 -4.057
H 3.275 -2.034 -3.549
H -1.316 -0.507 -1.617
H -1.018 -2.336 -1.266
H 1.772 2.378 -1.326
H 0.652 4.420 -2.267
H -1.140 4.165 -3.995
H -1.771 1.883 -4.789
H -0.649 -0.128 -3.840
```

# C18H21Br2NO2

A molecular structure, C18H21Br2NO2 at a distorted geometry (the ωB97M-V functional and the def2-TZVPD basis, OMol25).

E_tot = -6051.6408 a.u.
M = 443.179 g mol⁻¹
energy above the lowest of the compared OMol25 structures with the same formula, charge and spin = 13.7 kcal/mol
E_LUMO = -0.017 Eh
HOMO-LUMO gap = 6.5446 eV
HOMO energy = -7.0123 eV

XYZ file:
```
44
C18H21Br2NO2, DFT the ωB97M-V functional and the def2-TZVPD basis
C -5.785 2.888 2.196
O -5.360 1.783 1.351
C -4.061 1.365 1.370
C -3.034 1.936 2.163
C -1.706 1.532 1.979
C -1.350 0.540 1.001
C 0.014 0.076 0.626
C 1.112 0.996 0.926
C 2.408 0.494 1.210
C 3.486 1.322 1.398
Br 5.231 0.614 1.572
C 3.342 2.811 1.421
O 4.309 3.574 1.526
C 1.962 3.292 1.221
Br 1.660 5.160 1.227
C 0.924 2.415 0.983
C -2.420 -0.137 0.398
C -3.727 0.291 0.511
H -6.834 3.037 1.928
H -5.718 2.635 3.269
H -5.215 3.809 1.983
H -3.307 2.715 2.892
H -0.990 2.012 2.663
H 0.185 -0.968 0.947
H 2.568 -0.577 1.337
H -0.074 2.867 0.907
H -2.197 -1.034 -0.188
H -4.513 -0.184 -0.073
C 2.567 -4.782 -3.648
C 2.687 -3.594 -2.670
C 1.426 -2.727 -2.468
C 1.629 -1.572 -1.469
N 0.439 -0.732 -1.076
H 3.497 -5.369 -3.653
H 1.758 -5.469 -3.368
H 2.400 -4.454 -4.683
H 3.003 -4.005 -1.701
H 3.522 -2.969 -3.020
H 1.152 -2.334 -3.458
H 0.613 -3.390 -2.147
H 2.087 -1.938 -0.552
H 2.312 -0.858 -1.928
H -0.421 -1.221 -1.317
H 0.420 0.151 -1.586
```

# C18H21BrCl42NO2P

A molecular structure, C18H21BrCl42NO2P at a distorted geometry (the ωB97M-V functional and the def2-TZVPD basis, OMol25).

E_tot = -23147.0820 a.u.
M = 1883.275 g mol⁻¹
energy above the lowest of the compared OMol25 structures with the same formula, charge and spin = 21.7 kcal/mol
E_LUMO = 0.005 Eh
HOMO-LUMO gap = 10.3094 eV
HOMO energy = -10.1785 eV

XYZ file:
```
86
C18H21BrCl42NO2P, DFT the ωB97M-V functional and the def2-TZVPD basis
O 0.720 1.682 2.490
P 0.026 2.466 1.462
C -1.591 1.685 1.030
Br -1.315 0.696 -0.628
C -2.056 0.734 2.129
C -3.120 1.496 2.844
C -3.644 2.405 1.774
O -4.721 2.818 1.642
N -2.594 2.709 0.936
H -0.283 3.757 1.915
H 0.788 2.596 0.292
H -2.563 -0.024 1.575
H -1.287 0.297 2.712
H -2.757 2.186 3.569
H -3.987 0.955 3.125
H -2.859 2.740 -0.034
C 1.881 0.148 6.242
Cl 2.442 -1.443 5.722
Cl 0.221 0.055 6.826
Cl 2.944 0.805 7.491
H 1.901 0.808 5.392
C -5.879 2.406 5.287
Cl -5.615 0.680 5.029
Cl -7.473 2.728 5.946
Cl -4.623 3.076 6.330
H -5.812 2.894 4.324
C 1.041 3.819 -2.821
Cl 1.370 2.147 -3.267
Cl -0.612 3.993 -2.224
Cl 2.200 4.386 -1.618
H 1.144 4.432 -3.702
C -3.068 -2.146 -2.439
Cl -4.239 -1.389 -3.517
Cl -3.656 -3.714 -1.888
Cl -1.503 -2.309 -3.239
H -2.946 -1.509 -1.576
C -3.741 6.392 2.454
Cl -3.656 8.121 2.782
Cl -2.579 5.920 1.214
Cl -3.481 5.457 3.929
H -4.731 6.165 2.086
C -8.033 6.644 4.569
Cl -7.429 7.097 6.160
Cl -6.957 5.473 3.804
Cl -9.673 6.004 4.676
H -8.057 7.530 3.953
C -0.070 -5.157 -1.036
Cl -0.480 -3.655 -0.211
Cl 1.354 -4.917 -2.044
Cl 0.195 -6.455 0.128
H -0.898 -5.436 -1.672
C 5.058 -5.422 -3.728
Cl 3.688 -4.391 -4.147
Cl 4.538 -6.758 -2.704
Cl 5.878 -6.023 -5.174
H 5.763 -4.826 -3.169
C 2.682 -2.764 2.029
Cl 1.316 -1.712 1.670
Cl 2.206 -4.154 3.014
Cl 3.430 -3.322 0.533
H 3.409 -2.188 2.583
C 3.008 -3.454 -8.261
Cl 2.846 -1.936 -7.378
Cl 4.361 -4.394 -7.644
Cl 1.506 -4.383 -8.171
H 3.197 -3.223 -9.297
C 2.444 -7.419 -10.288
Cl 1.851 -6.904 -11.867
Cl 2.085 -9.122 -10.007
Cl 4.172 -7.109 -10.138
H 1.936 -6.839 -9.534
C 9.152 -5.283 -7.477
Cl 7.498 -5.719 -7.922
Cl 9.335 -5.140 -5.730
Cl 10.298 -6.454 -8.125
H 9.370 -4.322 -7.914
C 7.983 -3.325 1.069
Cl 8.170 -4.138 -0.487
Cl 8.328 -1.603 0.919
Cl 6.363 -3.586 1.713
H 8.697 -3.752 1.756
C -6.177 10.306 8.901
Cl -7.425 11.153 7.988
Cl -6.298 8.564 8.656
Cl -4.574 10.889 8.459
H -6.331 10.509 9.949
```

# C18H21ClF5N5NiO3SSe

A molecular structure, C18H21ClF5N5NiO3SSe (the ωB97M-V functional and the def2-TZVPD basis, OMol25).

E_tot = -6465.5342 a.u.
M = 655.561 g mol⁻¹
energy above the lowest of the compared OMol25 structures with the same formula, charge and spin = 12.9 kcal/mol
multiplicity = 3
E_LUMO (spin up / spin down) = 0.016 / 0.009 Eh
HOMO-LUMO gap (spin up / spin down) = 7.7474 / 7.5553 eV
HOMO energy (spin up / spin down) = -7.3242 / -7.3112 eV

XYZ file:
```
56
C18H21ClF5N5NiO3SSe, DFT the ωB97M-V functional and the def2-TZVPD basis
Ni -0.025 -0.916 0.440
C 0.301 -1.537 -3.697
N 1.143 -1.673 -2.510
C 0.818 -2.836 -1.697
C 1.813 -0.610 -2.014
S 2.114 -0.347 -0.361
N 2.275 0.276 -2.927
C 2.618 1.640 -2.559
C 2.831 -0.161 -4.198
H -0.714 -1.838 -3.432
H 0.656 -2.169 -4.515
H 0.274 -0.500 -4.018
H 0.670 -3.680 -2.370
H -0.118 -2.711 -1.148
H 1.629 -3.061 -1.010
H 2.026 1.949 -1.704
H 2.386 2.289 -3.405
H 3.680 1.737 -2.319
H 2.749 -1.238 -4.299
H 3.889 0.112 -4.233
H 2.325 0.317 -5.040
C -0.981 -4.002 3.959
N -0.711 -2.572 3.864
C -1.128 -1.704 4.822
C -1.038 -0.370 4.667
C -0.537 0.111 3.416
N -0.126 -0.739 2.491
C -0.238 -2.084 2.668
O 0.112 -2.818 1.742
N -0.480 1.417 3.161
H -1.042 -4.278 5.008
H -0.173 -4.546 3.480
H -1.918 -4.233 3.453
H -1.538 -2.157 5.714
H -1.381 0.304 5.436
H -0.888 2.074 3.798
H -0.263 1.708 2.219
F 1.530 6.689 -0.370
C 0.980 5.474 -0.377
C -0.207 5.242 -1.053
F -0.801 6.244 -1.704
C -0.765 3.979 -1.055
F -1.905 3.825 -1.734
C -0.194 2.886 -0.397
Se -1.112 1.204 -0.493
C 0.992 3.168 0.267
F 1.629 2.203 0.966
C 1.580 4.423 0.289
F 2.723 4.617 0.956
Cl -4.155 -2.046 -1.664
C -4.217 -1.566 0.050
C -2.863 -1.585 0.767
O -2.887 -1.630 1.997
O -1.830 -1.513 0.024
H -4.911 -2.223 0.561
H -4.595 -0.546 0.089
```

# C18H21ClN2O2S

A single C18H21ClN2O2S molecule (the ωB97M-V functional and the def2-TZVPD basis, OMol25).

E_tot = -1816.8928 a.u.
M = 364.898 g mol⁻¹
energy above the lowest of the compared OMol25 structures with the same formula, charge and spin = 0.0 kcal/mol
E_LUMO = 0.020 Eh
HOMO-LUMO gap = 8.2244 eV
HOMO energy = -7.6672 eV

XYZ file:
```
45
C18H21ClN2O2S, DFT the ωB97M-V functional and the def2-TZVPD basis
O -3.375 -0.472 2.209
S -2.106 -0.620 1.554
O -0.944 -0.851 2.371
N -1.807 0.720 0.599
C -0.799 1.698 1.000
C -1.282 3.122 0.720
C -1.468 3.366 -0.777
C -0.190 3.045 -1.547
C 0.255 1.614 -1.264
C 0.515 1.443 0.238
N 1.023 0.127 0.554
C 2.358 -0.193 0.540
C 3.330 0.577 -0.105
C 4.650 0.167 -0.136
C 5.020 -1.020 0.469
Cl 6.676 -1.533 0.422
C 4.075 -1.801 1.117
C 2.761 -1.388 1.152
C -2.241 -1.906 0.321
C -1.192 -2.127 -0.551
C -1.308 -3.132 -1.498
C -2.463 -3.898 -1.560
C -3.507 -3.664 -0.680
C -3.396 -2.660 0.269
H -2.688 1.141 0.349
H -0.609 1.575 2.074
H -0.539 3.819 1.113
H -2.220 3.299 1.251
H -2.278 2.739 -1.157
H -1.751 4.408 -0.940
H 0.599 3.738 -1.246
H -0.361 3.178 -2.616
H 1.157 1.376 -1.827
H -0.526 0.913 -1.562
H 1.236 2.211 0.564
H 0.486 -0.360 1.264
H 3.066 1.506 -0.582
H 5.392 0.773 -0.634
H 4.371 -2.722 1.595
H 2.020 -1.983 1.666
H -0.304 -1.519 -0.485
H -0.497 -3.317 -2.185
H -2.548 -4.681 -2.298
H -4.404 -4.262 -0.730
H -4.186 -2.447 0.971
```

# C18H21ClN2O3Ti

A molecular structure, C18H21ClN2O3Ti at a distorted geometry (the ωB97M-V functional and the def2-TZVPD basis, OMol25).

E_tot = -2343.4590 a.u.
total charge = -1
M = 396.697 g mol⁻¹
multiplicity = 2
E_LUMO (spin up / spin down) = 0.074 / 0.073 Eh
HOMO-LUMO gap (spin up / spin down) = 4.3235 / 4.3024 eV
HOMO energy (spin up / spin down) = -2.3206 / -2.3199 eV

XYZ file:
```
46
C18H21ClN2O3Ti, DFT the ωB97M-V functional and the def2-TZVPD basis
C -0.734 1.546 -3.136
C -2.105 1.072 -2.862
C -2.004 -0.310 -2.495
H -2.994 1.576 -3.225
C -0.629 -0.616 -2.304
C 0.159 0.526 -2.681
H 1.225 0.537 -2.898
H -0.439 2.390 -3.750
H -2.846 -1.014 -2.490
H -0.207 -1.604 -2.112
Ti -1.004 1.568 -1.062
Cl -2.730 2.887 -0.757
C -3.560 -1.180 2.161
C -2.922 -2.273 1.503
C -3.592 -2.505 0.260
H -2.103 -2.869 1.908
C -4.678 -1.585 0.166
C -4.629 -0.735 1.319
H -5.277 0.131 1.516
H -3.262 -0.719 3.103
H -3.403 -3.340 -0.394
H -5.418 -1.522 -0.620
C 2.228 2.495 -0.116
C 2.954 1.140 -0.069
C 2.376 0.094 0.902
C 3.337 -1.109 1.105
C 3.777 -1.787 -0.181
C 2.137 0.699 2.291
O 2.993 0.934 3.121
N 0.795 0.917 2.615
C -0.276 1.084 1.749
O -1.347 1.565 2.123
N 0.028 0.654 0.456
C 0.979 -0.374 0.471
O 0.743 -1.537 0.184
H 1.164 2.415 -0.487
H 2.760 3.166 -0.817
H 2.228 2.971 0.884
H 2.907 0.662 -1.055
H 4.014 1.309 0.189
H 4.223 -0.765 1.661
H 2.817 -1.848 1.739
H 4.409 -1.126 -0.798
H 4.374 -2.663 0.091
H 2.903 -2.124 -0.751
H 0.627 1.265 3.546
```

# C18H21N3O2

A single C18H21N3O2 molecule at a distorted geometry (the ωB97M-V functional and the def2-TZVPD basis, OMol25).

E_tot = -1013.1873 a.u.
M = 311.385 g mol⁻¹
energy above the lowest of the compared OMol25 structures with the same formula, charge and spin = 86.7 kcal/mol
E_LUMO = -0.053 Eh
HOMO-LUMO gap = 7.5095 eV
HOMO energy = -8.9562 eV

XYZ file:
```
44
C18H21N3O2, DFT the ωB97M-V functional and the def2-TZVPD basis
C 3.087 3.257 4.449
C 1.960 2.228 4.495
C 1.345 2.191 5.908
C 0.838 2.508 3.489
C 1.261 2.304 2.004
N 0.020 2.662 1.225
C 1.821 0.903 1.739
O 2.026 0.612 0.342
C 1.017 0.000 -0.394
C 0.643 0.496 -1.639
C -0.466 -0.006 -2.290
C -1.160 -1.137 -1.809
C -0.689 -1.690 -0.625
C 0.384 -1.132 0.087
C -1.212 -2.973 -0.197
O -0.603 -3.690 0.590
N -2.435 -3.455 -0.700
C -3.038 -2.817 -1.695
C -4.432 -3.125 -1.993
N -5.184 -2.307 -2.704
C -4.645 -1.174 -3.275
C -3.304 -0.900 -3.222
C -2.276 -1.846 -2.584
H 3.918 2.925 5.094
H 3.508 3.412 3.452
H 2.725 4.227 4.816
H 2.374 1.263 4.332
H 0.773 3.088 6.175
H 2.144 2.115 6.630
H 0.684 1.253 6.009
H 0.466 3.556 3.545
H -0.022 1.870 3.732
H 2.018 3.028 1.728
H 0.186 2.602 0.203
H -0.811 2.083 1.471
H 2.788 0.792 2.225
H 1.165 0.178 2.234
H 1.161 1.353 -2.044
H -0.781 0.527 -3.189
H 0.767 -1.594 1.016
H -4.916 -3.970 -1.557
H -5.269 -0.509 -3.878
H -2.958 -0.020 -3.762
H -1.773 -2.379 -3.383
```